[1]
ORCA calculation (ωB97M-V/def2-TZVPD) on a cluster of 6 separate species, C30H45N3O12 in total.

The spin multiplicity is 1. As for the frontier orbital gap: 8.3 eV. The value obtained for the LUMO energy is -0.0299 Eh. Its charge is 0.

Geometry as XYZ:
```
90
C30H45N3O12, DFT ωB97M-V/def2-TZVPD
H 0.467 -1.642 0.961
O 0.466 7.982 -0.518
O -0.518 0.584 0.972
H 0.171 0.347 -0.996
H 2.355 0.112 -3.621
C 2.535 -0.729 -4.291
H 0.386 -2.549 -2.871
C 4.744 5.281 1.139
H 3.332 2.224 1.872
C 0.001 6.687 0.028
H -0.518 -4.235 4.029
H 1.947 6.037 -0.833
H 1.920 -2.328 2.646
H 0.232 -4.436 -3.924
O 3.493 3.081 -2.882
C -5.909 -1.835 0.132
H 4.971 6.088 -0.731
O 0.542 4.688 -1.176
C -4.760 -1.861 0.923
H -6.028 -2.973 3.928
H 0.323 -0.807 -3.100
H 0.700 -5.063 -5.452
H -0.961 6.300 -0.310
O -0.245 -6.246 -1.153
H -1.209 4.160 -0.249
C -0.532 9.017 -0.176
O -2.492 -2.024 2.761
H -1.396 8.853 -0.820
C 3.632 3.142 1.389
H -0.212 -1.004 -5.310
H 1.276 1.141 -0.053
H 2.065 -0.371 -5.208
H 3.380 -1.530 2.789
H -5.733 -1.484 -0.874
O 0.015 -3.009 -5.547
H 1.485 5.326 0.606
H -8.070 -1.966 0.322
H 1.008 1.040 2.468
H 4.738 4.153 2.920
H 5.412 6.046 1.507
H 3.611 -0.869 -4.395
C 2.721 -1.934 2.021
H 1.654 -1.644 -0.402
H 0.212 3.242 0.336
C -0.731 -5.852 1.022
O -1.165 -4.329 -0.747
O 3.690 5.199 -2.918
H -0.047 6.812 1.110
C 4.467 5.293 -0.201
C -6.024 -2.517 2.948
N -3.554 -2.441 3.102
H -0.624 1.433 2.937
H 3.078 -2.684 1.315
H -0.141 9.952 -0.576
C -4.784 -2.220 2.324
C -0.504 -5.061 3.334
H -0.848 9.230 0.845
C 1.049 5.679 -0.329
H 3.174 2.204 -0.506
C 0.022 -4.345 -4.990
C 3.838 4.229 -0.830
H -0.870 -8.454 3.181
O -3.663 -3.139 4.149
C -0.701 -6.433 3.735
C -0.789 -7.203 1.470
H -0.988 -4.738 -4.870
C 1.167 -1.050 0.372
O 2.304 -0.753 1.272
C -0.269 3.687 -0.535
C 4.309 4.251 1.934
C -0.359 -1.926 -4.748
C -0.579 -4.812 1.947
H -0.179 -0.241 2.860
C -7.138 -2.419 2.148
H -0.887 -7.971 0.717
H -0.569 -3.769 1.665
C 3.496 3.121 -0.035
H -0.538 2.826 -1.147
C -0.029 0.720 2.367
N 3.628 4.174 -2.327
C -0.738 -7.445 2.819
H -0.712 -6.615 4.800
N -0.718 -5.454 -0.410
H -8.063 -2.688 2.635
C 0.584 -1.749 -3.583
C 0.584 0.301 0.011
C -7.120 -2.142 0.805
H -1.374 -2.025 -4.364
H -3.842 -1.632 0.402
O 1.947 -1.994 -3.969
```


[2]
ORCA calculation (ωB97M-V/def2-TZVPD) on a structure of composition C30H45NO2OsP2S2.

The spin multiplicity is 5. As for the frontier orbital gap (alpha / beta): 4.4 / 3.6 eV. The value obtained for the LUMO energy (alpha / beta) is -0.2074 / -0.3573 Eh. Its charge is +2. The expectation value of S² is 6.031.

Geometry as XYZ:
```
83
C30H45NO2OsP2S2, DFT ωB97M-V/def2-TZVPD
H -3.909 -2.821 4.284
C -2.537 -3.122 2.647
H 2.785 -2.139 -4.164
C 4.058 -0.331 0.531
C -1.337 0.170 -0.243
P -0.642 -3.133 -3.381
H 5.849 2.341 -0.357
H 4.385 1.074 4.072
H -0.480 -1.652 -5.337
O 2.374 -3.047 2.670
H 3.457 -3.914 -1.559
C 2.939 -3.076 -1.059
C -2.607 -0.403 -3.736
H 4.072 -1.193 3.454
C 4.894 -1.175 1.450
C -0.168 0.520 -0.996
C -3.709 -0.740 -0.813
H 1.912 1.004 -1.115
S 1.263 -2.202 2.285
H 0.058 0.670 -4.470
C -0.477 0.382 -2.405
C 2.377 -1.473 -3.394
H 7.400 1.947 1.321
H 6.627 0.815 -0.777
H -3.814 -1.832 -0.885
C 4.548 0.680 -0.209
H -2.179 -1.931 5.831
H 1.250 1.304 -3.282
H -1.501 -5.172 -4.332
C 0.977 -3.927 -3.010
H 7.013 0.235 1.507
C -1.195 -3.038 2.251
C 4.931 -0.735 2.944
H 0.386 -3.209 -5.587
C 5.919 1.280 -0.067
H -2.130 0.076 -4.596
H 3.646 -2.257 -0.885
H -0.545 0.248 1.749
C -0.622 -3.102 0.921
H -2.807 -4.191 -3.610
H 5.833 -1.191 3.393
C 4.938 0.746 3.189
H 2.543 -3.420 -0.089
H 1.308 0.705 0.529
C -2.326 -0.299 -1.147
H -3.966 -0.446 0.211
C -0.228 -2.537 3.138
H -1.407 -3.154 -5.669
N 0.633 -2.680 0.822
H 1.562 -4.135 -3.913
H 3.937 1.110 -1.008
H 1.644 -0.793 -3.851
H -4.430 -0.286 -1.506
H -3.272 -3.498 1.932
H 4.510 -2.209 1.429
C -1.805 -0.192 -2.492
C 6.570 1.225 1.342
C -0.565 -2.114 4.418
H -0.271 2.161 -3.576
C -1.495 0.385 1.218
H -2.726 -1.473 -3.956
C 0.188 1.160 -3.499
H -1.846 1.409 1.422
C 1.062 1.148 -0.442
H 0.923 2.229 -0.289
S -1.478 -3.405 -0.534
P 1.596 -2.481 -2.068
H 5.925 -1.226 1.073
Os -0.378 -1.611 -1.767
O 1.487 -0.761 2.276
H 2.997 -0.587 0.504
H -3.613 0.012 -3.601
C -0.515 -2.736 -5.171
C -1.781 -4.556 -3.465
H -1.743 -5.180 -2.565
C -2.875 -2.743 3.946
H 3.181 -0.875 -2.944
C -1.900 -2.239 4.824
H 0.848 -4.797 -2.355
H 0.216 -1.708 5.060
H -2.232 -0.309 1.637
C 5.662 1.607 2.474
H 5.668 2.675 2.713
```


[3]
ORCA calculation (ωB97M-V/def2-TZVPD) on a structure of composition C30H46BN8OPt.

The spin multiplicity is 1. As for the frontier orbital gap: 8.2 eV. The value obtained for the LUMO energy is -0.1052 Eh. Its charge is +1.

Geometry as XYZ:
```
87
C30H46BN8OPt, DFT ωB97M-V/def2-TZVPD
C -0.023 3.683 -1.079
C 1.388 1.263 4.294
H 1.075 2.270 4.025
N -3.630 2.863 1.879
H 0.089 -3.895 3.906
H 4.173 -1.753 -3.438
B 1.595 1.168 1.166
H -4.026 3.604 2.434
H -1.528 -4.445 1.237
H 2.568 -1.091 -3.753
C -0.853 2.253 -3.099
O -5.694 2.192 1.274
H -1.516 -4.601 3.688
H 4.667 0.897 2.088
H 0.805 3.229 -4.118
C -3.902 0.911 0.434
C 3.109 -1.987 -3.447
C 3.415 -3.731 -1.669
C 1.106 4.280 1.177
C -2.908 -1.157 -1.040
H -2.459 -1.964 -1.606
H 0.778 5.297 0.975
H 3.090 -4.099 -0.696
H -2.968 -1.839 1.645
N -2.055 -0.339 -0.409
H 1.139 1.098 5.340
C 2.914 -1.384 -1.065
N 0.057 -0.828 1.636
H -2.822 1.671 -2.365
H -0.537 4.314 -3.748
H -0.987 0.069 -3.057
H -2.623 3.414 -2.564
N 0.761 2.030 0.162
C -0.281 3.303 -4.060
H -2.638 2.727 1.896
C -0.393 -1.528 2.674
C 0.714 0.236 3.454
H -0.689 3.151 -5.058
C 2.637 -2.472 -2.071
C -0.556 0.866 -3.666
C -0.870 -3.579 1.308
H 0.789 -3.221 -1.192
H -1.001 -2.988 0.396
C -2.545 0.676 0.311
H -5.845 0.247 -0.133
H 0.516 0.688 -3.758
C 0.000 -0.877 3.850
C -2.712 -2.408 2.537
H 3.254 -4.519 -2.406
N 0.738 0.261 2.106
H 2.471 1.213 4.190
C 4.151 -0.886 -0.636
N 0.237 1.486 -0.977
H -2.827 2.379 -3.980
H 0.161 -3.936 1.334
C -2.372 2.444 -2.991
C 4.803 1.016 1.013
C -1.222 -2.784 2.563
Pt -0.023 -0.594 -0.481
H -0.271 4.669 -1.428
H 5.831 0.762 0.770
H 4.484 -3.535 -1.618
N 1.964 -0.679 -0.450
C -0.971 -3.663 3.793
H 0.977 -3.590 -2.894
C -4.493 2.046 1.236
N 2.538 0.245 0.348
H 4.641 2.065 0.768
H 5.126 -1.222 -0.936
C -4.278 -0.985 -0.974
H -4.927 -1.667 -1.503
H -1.791 1.294 0.781
C -0.226 2.463 -1.743
C 0.613 3.372 0.106
H -3.320 -3.314 2.542
H 0.730 3.986 2.157
H 2.939 -2.763 -4.195
C 1.149 -2.819 -2.141
H 2.195 4.276 1.229
H -1.320 -3.185 4.707
H 2.245 1.898 1.839
H -2.984 -1.811 3.408
C -4.784 0.062 -0.225
C 3.875 0.137 0.253
H -0.188 -1.177 4.863
H -1.000 0.790 -4.660
H 0.549 -1.950 -2.463
```


[4]
ORCA calculation (ωB97M-V/def2-TZVPD) on a structure of composition C30H46BrIrN3P2.

The spin multiplicity is 6. As for the frontier orbital gap (alpha / beta): 6.2 / 4.7 eV. The value obtained for the LUMO energy (alpha / beta) is -0.4195 / -0.4949 Eh. Its charge is +4. The expectation value of S² is 8.832.

Geometry as XYZ:
```
83
C30H46BrIrN3P2, DFT ωB97M-V/def2-TZVPD
H 7.203 1.381 -0.847
C -0.803 1.697 2.146
H 5.457 -3.350 -2.789
H -2.327 -4.024 0.610
C -6.400 4.194 -6.970
H -0.509 -1.442 -4.171
P 5.404 -0.850 -0.972
C -1.660 -0.141 4.013
H -4.306 4.144 -2.889
N -7.030 5.341 -6.705
H 6.208 -2.391 1.192
H -3.880 -0.814 -1.123
H -2.418 2.639 5.681
N -2.319 1.657 5.477
C -1.442 -4.468 0.138
C -3.594 2.532 -4.136
C 5.604 -2.371 -3.257
C -6.005 5.393 -4.534
C -5.548 3.568 -6.049
H 1.363 -1.515 -2.414
H -7.392 6.861 -5.336
H -1.299 1.358 -4.720
H 5.372 -2.475 -4.320
H 4.719 -0.378 -3.222
H -5.090 2.620 -6.318
C -0.833 1.201 -1.368
H -1.111 -5.297 0.775
C 0.619 -2.324 -2.512
H 4.828 1.136 0.259
H -2.545 -3.166 -1.890
C -0.295 -3.471 0.002
H -3.535 2.166 -5.165
N -0.792 0.368 1.833
C 5.072 0.938 -0.795
H -3.866 2.657 -1.512
H 3.685 -1.631 -2.490
H 6.340 1.776 -2.351
C -1.446 1.446 -3.641
C -4.393 3.595 -3.837
C 6.266 1.771 -1.257
H -3.618 -2.165 0.005
C -1.923 1.945 -0.884
H -0.050 -3.030 0.979
C -5.316 4.183 -4.796
P -0.544 -2.065 -1.152
C -2.272 -2.117 -1.716
H -5.898 5.918 -3.586
C -2.911 2.228 -1.813
H 5.410 -1.085 2.084
C -2.660 2.005 -3.186
H 0.854 -2.478 -4.634
H 6.666 -2.113 -3.167
C 0.030 -2.365 -3.917
H 3.978 -2.616 -0.195
C -1.786 1.234 4.308
H 1.122 -3.272 -2.270
H -2.629 1.003 6.177
H -1.415 3.228 3.493
H -2.040 2.216 0.163
H -0.651 -3.215 -4.055
C 4.358 -1.691 0.266
H 0.542 0.820 -3.003
C -3.117 -1.441 -0.648
H -1.990 -0.898 4.718
H -1.104 -1.591 2.473
H -6.567 3.749 -7.956
H 0.613 -3.973 -0.362
C -1.334 2.157 3.339
H 4.193 1.187 -1.402
H -2.501 -0.763 0.001
C -6.845 5.929 -5.518
H 3.499 -1.045 0.514
Ir -0.376 -0.240 -0.053
H 6.146 2.806 -0.926
C -1.177 -0.542 2.775
H -0.411 2.377 1.384
C 4.723 -1.293 -2.612
C 5.230 -1.993 1.494
C -0.458 1.130 -2.715
H -1.747 -4.895 -0.826
H 4.752 -2.728 2.146
H -2.322 -1.585 -2.677
Br 1.847 0.757 -0.536
```


[5]
ORCA calculation (ωB97M-V/def2-TZVPD) on a structure of composition C30H46BrN3P2Pb.

The spin multiplicity is 1. As for the frontier orbital gap (alpha / beta): 2.6 / 1.7 eV. The value obtained for the LUMO energy (alpha / beta) is -0.5206 / -0.5560 Eh. Its charge is +4.

Geometry as XYZ:
```
83
C30H46BrN3P2Pb, DFT ωB97M-V/def2-TZVPD
H 4.914 -2.560 2.238
C -2.633 -1.489 0.581
H -2.082 1.831 4.818
C 1.185 -0.749 -4.308
Br 1.234 -0.937 1.527
H -2.916 -2.280 -4.894
C 1.059 -5.060 0.751
H 2.802 -4.756 -3.483
H -0.828 4.090 3.283
H 4.315 -4.446 -2.629
C -5.918 -5.179 1.413
H 0.950 -4.628 1.756
H 1.481 -3.850 -1.697
N -7.972 -6.540 2.691
C -1.731 0.448 -4.483
C -1.354 -0.955 0.719
C -1.482 1.366 4.004
H -1.449 4.920 -0.576
H -2.734 -3.635 3.218
H 2.438 -3.110 1.818
C 2.544 -3.988 -1.473
H -3.304 -1.173 -0.205
Pb -2.471 -5.045 0.304
H -2.191 -0.411 -2.514
C -6.988 -7.235 2.122
H 0.687 -6.983 -0.226
C 4.567 -3.544 1.893
H -8.861 -4.691 3.118
C 1.366 -1.348 -5.702
H 1.640 -2.407 -5.643
H -7.049 -3.363 2.002
C -2.965 -2.621 1.322
H -2.386 5.656 0.751
H -0.528 -2.697 -5.208
C -8.014 -5.205 2.644
H 5.322 -3.990 1.230
P 2.764 -4.823 0.164
H -0.467 -2.439 3.680
C -1.507 5.051 0.510
C -4.697 -4.576 0.893
H -2.694 -3.900 -4.263
C -1.282 3.450 2.551
H 1.048 0.346 -4.362
C -1.677 2.090 2.726
C -1.330 -0.087 -3.114
P -0.082 -1.455 -3.140
C -2.260 -2.897 2.533
H 0.463 -4.477 0.028
C -2.407 -2.852 -4.113
H -1.729 0.300 3.933
H -0.634 5.600 0.856
C -0.552 -1.330 1.789
H 0.000 -6.846 1.424
H -0.979 -0.254 -0.033
H 4.417 -4.196 2.768
H -0.419 1.467 4.303
C -1.039 -2.238 2.770
C 0.844 -6.572 0.781
C -0.891 -2.749 -4.169
H -0.473 -3.674 -3.747
H -0.906 0.995 -4.948
N -2.239 1.594 1.600
N -2.135 2.643 0.713
C -5.939 -6.584 1.442
H 0.476 -1.257 -6.338
H -6.974 -8.322 2.167
H 2.997 -2.985 -1.408
C -6.994 -4.455 2.005
H 2.112 -0.922 -3.738
C -3.952 -3.538 0.833
H 1.734 -7.076 1.187
C 3.291 -4.820 -2.511
C -1.592 3.765 1.227
C 3.259 -3.355 1.136
H -0.828 0.715 -2.542
H -2.569 1.142 -4.376
H 2.185 -0.819 -6.219
H 3.351 -5.867 -2.205
H -2.809 -2.529 -3.152
H -5.119 -7.143 0.976
H 3.343 -2.526 0.412
H -2.052 -0.328 -5.175
H -2.433 2.504 -0.269
```


The calculation returns the following energy relative to the best compared isomer or geometry (same formula, charge and spin) values, one per record and in order: 1402.66; 0.00; 3.11; 0.00; 632.67 kJ/mol.